Entry 1:
This record from the OMol25 dataset describes the molecule C5H12S2 at a distorted geometry. The level of theory is ωB97M-V/def2-TZVPD.

Atoms and positions in Å:
C -1.588 0.713 -3.225
C -1.656 0.253 -1.677
C -0.614 -0.932 -1.466
S -0.239 -1.229 0.323
S 1.514 -0.449 1.317
C 1.246 1.377 1.111
C 0.287 1.554 2.133
H -0.811 1.537 -3.632
H -1.437 -0.248 -3.760
H -2.659 1.083 -3.176
H -1.564 0.949 -0.905
H -2.617 -0.014 -1.270
H 0.470 -0.816 -1.806
H -0.929 -1.900 -1.867
H 1.103 1.724 0.094
H 2.202 1.841 1.435
H 0.139 2.577 2.432
H -0.784 1.220 1.792
H 0.446 1.099 3.161

* SMILES string: CCCSSCC
* spin multiplicity: 1
* highest occupied orbital energy: -8.13 eV
* energy relative to the best compared isomer or geometry (same formula, charge and spin): 256.9 kJ/mol
* Kohn-Sham gap: 8.5 eV

Which charges does natural (NBO) predict for the atoms? In e, they are: -0.635, -0.425, -0.533, 0.011, 0.098, -0.522, -0.649, 0.226, 0.212, 0.224, 0.215, 0.214, 0.231, 0.228, 0.235, 0.219, 0.204, 0.218, 0.228

=====

Entry 2:
This record from the OMol25 dataset describes the molecule C4H7NO at a distorted geometry. The level of theory is ωB97M-V/def2-TZVPD.

Atoms and positions in Å:
H -0.031 -0.148 2.078
N -0.830 -0.258 1.455
C -0.593 -0.051 0.239
C -1.713 -0.077 -0.755
C 0.761 0.334 -0.376
C 1.872 -0.308 0.344
O 2.150 0.271 1.391
H -2.654 -0.249 -0.239
H -1.760 0.866 -1.301
H -1.549 -0.876 -1.479
H 1.027 1.333 0.253
H 0.773 0.185 -1.453
H 2.545 -1.022 -0.155

* SMILES string: [H]/N=C(/C)CC=O
* spin multiplicity: 1
* highest occupied orbital energy: -9.74 eV
* energy relative to the best compared isomer or geometry (same formula, charge and spin): 223.6 kJ/mol
* Kohn-Sham gap: 10.2 eV

Which charges does natural (NBO) predict for the atoms? In e, they are: 0.353, -0.623, 0.325, -0.666, -0.631, 0.427, -0.551, 0.238, 0.222, 0.218, 0.309, 0.236, 0.143

=====

Entry 3:
This record from the OMol25 dataset describes C32H34N6O2Pb as an isolated structure. The level of theory is ωB97M-V/def2-TZVPD.

Atoms and positions in Å:
Pb 0.314 0.001 1.665
C -1.826 1.180 3.704
N -2.108 -0.049 2.948
C -2.309 -1.162 3.895
C -0.994 -1.723 4.435
C -0.349 -2.808 3.586
N 0.179 -2.357 2.278
C 0.582 -3.309 1.514
C 1.170 -3.257 0.194
C 1.301 -4.500 -0.455
C 1.867 -4.617 -1.701
C 2.355 -3.466 -2.320
C 2.258 -2.236 -1.703
C 1.661 -2.090 -0.440
O 1.605 -0.882 0.096
C -3.296 0.210 2.121
C -3.706 -0.939 1.206
C -2.540 -1.584 0.461
N -1.634 -0.563 -0.096
C -1.980 -0.067 -1.202
C -1.214 1.032 -1.943
C -2.035 1.444 -3.135
C -2.370 2.704 -3.395
C -1.937 3.787 -2.521
C -1.250 3.550 -1.394
C -0.910 2.194 -0.991
O -0.353 1.979 0.076
H -2.671 1.454 4.347
H -1.640 2.007 3.015
H -0.949 1.054 4.338
H -2.851 -1.964 3.393
H -2.944 -0.820 4.721
H -1.196 -2.182 5.405
H -0.276 -0.923 4.636
H -1.080 -3.605 3.413
H 0.476 -3.246 4.151
H 0.462 -4.332 1.884
H 0.942 -5.388 0.053
H 1.954 -5.582 -2.179
H 2.834 -3.538 -3.289
H 2.682 -1.357 -2.174
H -3.061 1.085 1.509
H -4.147 0.489 2.756
H -4.422 -0.534 0.486
H -4.237 -1.718 1.754
H -2.912 -2.230 -0.337
H -1.952 -2.198 1.140
H -2.880 -0.427 -1.711
H -2.373 0.648 -3.787
H -2.975 2.941 -4.259
H -2.196 4.803 -2.789
H -0.944 4.339 -0.721
C 0.306 0.076 -4.823
C -0.007 -0.442 -3.636
C 0.174 0.357 -2.375
C 1.273 1.363 -2.610
C 1.307 2.106 -3.863
C 0.846 1.434 -4.928
N 2.193 1.461 -1.750
N 3.254 1.325 -1.226
C 3.557 2.018 -0.008
C 4.896 2.280 0.205
C 5.214 2.997 1.351
C 4.192 3.358 2.208
C 2.884 2.983 1.903
N 2.552 2.318 0.801
H 0.146 -0.485 -5.733
H -0.453 -1.425 -3.541
H 0.482 -0.264 -1.536
H 1.792 3.070 -3.922
H 0.920 1.885 -5.910
H 5.642 1.948 -0.503
H 6.240 3.256 1.569
H 4.396 3.910 3.114
H 2.070 3.224 2.577

* spin multiplicity: 1
* highest occupied orbital energy: -13.02 eV
* energy relative to the best compared isomer or geometry (same formula, charge and spin): 24.5 kJ/mol
* charge: +2
* Kohn-Sham gap: 6.4 eV

Which charges does Mulliken predict for the atoms? In e, they are: 1.669, -1.336, 0.517, -0.665, -1.046, -0.982, 0.045, -0.402, 0.550, -0.734, -0.986, -0.616, -0.146, 0.374, -0.660, -1.068, -0.957, -0.698, 0.856, -2.307, 3.694, -1.374, -0.662, -0.648, -0.805, -0.241, -0.199, 0.438, 0.362, 0.382, 0.294, 0.484, 0.487, 0.160, 0.477, 0.545, 0.372, 0.401, 0.432, 0.476, 0.427, 0.467, 0.425, 0.399, 0.477, 0.503, -0.022, 0.494, 0.475, 0.533, 0.470, 0.595, -0.656, -1.123, 1.360, 0.212, -1.752, -0.399, 1.547, -1.199, 0.442, -0.549, -0.398, -0.779, -0.345, 0.072, 0.516, 0.540, -0.220, 0.559, 0.544, 0.482, 0.450, 0.427, 0.547

=====

Entry 4:
This record from the OMol25 dataset describes C46H56AsBrN4O5PSi3Zr as an isolated structure at a distorted geometry. The level of theory is ωB97M-V/def2-TZVPD.

Atoms and positions in Å:
Zr 0.077 -0.356 -0.264
O 1.064 -2.292 6.355
C 1.895 -1.539 5.833
O 3.000 -1.109 6.181
C 1.451 -1.046 4.434
C 2.400 -0.683 3.487
C 2.000 -0.451 2.181
N 0.693 -0.349 1.882
C -0.244 -0.603 2.821
C 0.103 -1.058 4.073
C -1.640 -0.389 2.372
C -2.706 -0.353 3.260
C -3.976 -0.095 2.777
C -4.146 0.138 1.421
C -3.039 0.075 0.598
N -1.814 -0.198 1.053
C 2.925 -0.269 1.034
C 4.270 -0.581 1.129
C 5.064 -0.423 0.002
C 4.493 0.042 -1.170
C 3.137 0.317 -1.191
N 2.366 0.153 -0.115
H 3.429 -0.616 3.814
H -0.609 -1.416 4.805
H -2.532 -0.507 4.315
H -4.818 -0.056 3.454
H -5.112 0.379 1.001
H -3.125 0.242 -0.464
H 4.687 -0.932 2.060
H 6.117 -0.669 0.043
H 5.081 0.190 -2.064
H 2.648 0.684 -2.086
Br -2.297 3.090 1.934
C -1.952 3.335 0.094
C -2.459 4.493 -0.494
C -2.144 4.747 -1.813
C -1.294 3.869 -2.475
C -0.862 2.748 -1.795
N -1.210 2.445 -0.536
C 0.145 1.842 -2.453
O 0.912 2.245 -3.288
O 0.109 0.599 -2.006
H -3.066 5.169 0.089
H -2.531 5.628 -2.308
H -0.947 4.043 -3.483
C -4.077 -2.156 -4.614
Si -3.079 -1.024 -3.521
C -4.331 0.051 -2.626
C -2.044 0.057 -4.634
As -1.623 -1.956 -1.853
Si -0.037 -3.031 -3.349
C -0.973 -3.798 -4.771
C 1.142 -1.727 -3.968
C 1.003 -4.371 -2.571
Si -2.839 -3.818 -0.952
C -4.225 -4.345 -2.078
C -1.803 -5.322 -0.598
C -3.551 -3.228 0.668
H -4.518 -1.487 -5.359
H -4.891 -2.647 -4.087
H -3.508 -2.915 -5.143
H -5.141 0.288 -3.320
H -3.904 0.999 -2.290
H -4.778 -0.453 -1.767
H -2.711 0.677 -5.239
H -1.438 -0.536 -5.320
H -1.371 0.714 -4.091
H -1.291 -3.058 -5.505
H -1.857 -4.345 -4.440
H -0.316 -4.508 -5.276
H 0.654 -0.819 -4.317
H 1.724 -2.145 -4.793
H 1.839 -1.442 -3.178
H 0.437 -5.177 -2.112
H 1.703 -3.980 -1.836
H 1.583 -4.803 -3.391
H -3.908 -4.515 -3.106
H -5.043 -3.626 -2.089
H -4.614 -5.290 -1.690
H -1.421 -5.802 -1.496
H -2.466 -6.036 -0.101
H -0.973 -5.124 0.074
H -4.286 -2.436 0.525
H -2.765 -2.857 1.329
H -4.050 -4.058 1.172
C 1.074 -3.702 1.202
C 0.447 -2.553 0.484
O 1.201 -2.078 -0.427
H 0.960 -4.601 0.589
H 0.612 -3.891 2.170
H 2.147 -3.523 1.305
C 1.471 4.515 -0.042
P 1.601 3.046 1.059
C 1.160 3.700 2.706
C 1.171 5.057 3.018
C 0.847 5.488 4.296
C 0.522 4.567 5.283
C 0.520 3.212 4.987
C 0.827 2.787 3.704
C 3.436 2.998 1.253
C 4.024 2.691 2.482
C 5.401 2.592 2.607
C 6.218 2.794 1.502
C 5.647 3.090 0.275
C 4.268 3.181 0.150
H 2.243 5.250 0.181
H 0.489 4.978 0.079
H 1.576 4.210 -1.083
H 1.443 5.792 2.271
H 0.862 6.545 4.526
H 0.278 4.906 6.281
H 0.287 2.484 5.755
H 0.815 1.729 3.481
H 3.406 2.541 3.359
H 5.834 2.369 3.573
H 7.294 2.730 1.602
H 6.276 3.257 -0.591
H 3.844 3.409 -0.823

* spin multiplicity: 1
* highest occupied orbital energy: -10.07 eV
* energy relative to the best compared isomer or geometry (same formula, charge and spin): 110.0 kJ/mol
* charge: +1
* Kohn-Sham gap: 6.4 eV

These are the Mulliken partial charges, in e, on atoms 1 to 99: -0.980, -0.702, 0.196, -0.688, -0.863, -1.004, 0.725, 1.111, 0.711, -1.243, -0.220, -0.669, -1.244, -0.824, -0.140, 2.155, 0.343, -0.746, -1.229, -1.383, -0.741, 1.864, 0.691, 0.717, 0.550, 0.562, 0.586, -0.619, 0.607, 0.528, 0.616, 0.460, 0.037, -0.108, -0.796, -0.827, -0.986, 0.369, 0.510, -0.079, -0.604, 0.486, 0.521, 0.478, 0.576, -1.159, 0.419, -1.044, -0.553, 0.546, 0.413, -1.103, -0.575, -0.898, 0.388, -1.186, -1.099, -0.571, 0.385, 0.375, 0.356, 0.552, 0.247, 0.178, 0.481, 0.305, -0.117, 0.321, 0.264, 0.460, 0.133, 0.668, -0.168, 0.279, -0.039, 0.518, 0.310, 0.296, 0.421, 0.310, 0.466, 0.222, 0.224, -0.121, 0.609, -2.141, 1.930, -0.528, 0.653, 0.364, 0.328, -2.128, 2.548, 0.037, -0.886, -0.729, -0.825, -0.738, -0.295

=====

What is the formula in the first record?
C5H12S2

=====

The lowest highest occupied orbital energy belongs to which entry?
C32H34N6O2Pb